Record 1
The following is a quantum chemistry calculation of a 3-piece molecular cluster, C16H19B3FNO7 overall, from OMol25.

Calculated values
- Structure (SMILES): CC[C@H](C)B1OB(N)OB(F)O1.O=C1C=CC(=O)C=C1.O=C1C=CC(=O)C=C1
- E_LUMO: -0.0670 Ha
- Frontier orbital gap: 8.4 eV

Each line ends with the natural charge from an NBO analysis.
Geometry (Å):
F: -3.235 3.205 1.856  -0.510
O: 1.897 2.670 -1.970  -0.502
O: -1.777 1.028 1.859  -0.923
O: -1.252 -2.963 7.784  -0.487
O: 1.862 -3.982 3.596  -0.498
O: -0.725 0.496 -0.502  -0.931
O: 5.236 0.022 -5.150  -0.480
O: -1.352 2.892 0.153  -0.924
N: -0.230 -1.012 1.507  -1.123
C: 2.665 2.061 -2.702  0.475
C: -4.479 0.582 -1.898  -0.631
C: -0.934 -2.804 5.454  -0.228
C: 3.446 2.757 -3.743  -0.221
C: -0.151 -3.059 4.402  -0.238
C: 1.146 -3.747 4.560  0.481
C: -0.978 2.245 -3.400  -0.626
C: 0.761 -3.886 6.979  -0.225
C: 4.468 0.631 -4.418  0.464
C: 3.687 -0.065 -3.376  -0.213
C: 1.544 -4.141 5.926  -0.233
C: -0.536 -3.198 6.820  0.468
C: -2.159 1.879 -2.303  -0.614
C: -2.976 0.495 -2.626  -0.399
C: 2.847 0.601 -2.578  -0.237
C: 4.286 2.091 -4.542  -0.226
B: -0.935 0.242 0.936  1.262
B: -2.116 2.359 1.318  1.417
B: -1.413 1.770 -0.835  1.243
H: -5.112 1.352 -2.532  0.219
H: -2.465 -0.480 -2.190  0.217
H: 0.590 -0.617 2.019  0.391
H: -0.428 -2.776 3.393  0.255
H: -0.181 2.903 -2.802  0.235
H: -1.888 -2.301 5.356  0.236
H: 0.205 -1.548 0.699  0.389
H: -0.418 1.253 -3.680  0.212
H: 3.832 -1.136 -3.297  0.234
H: 1.038 -4.169 7.987  0.233
H: 3.301 3.828 -3.822  0.234
H: -2.935 2.760 -2.349  0.237
H: -4.370 0.911 -0.767  0.200
H: -3.124 0.448 -3.803  0.212
H: 4.867 2.586 -5.310  0.236
H: 2.266 0.106 -1.810  0.237
H: -4.908 -0.507 -1.908  0.219
H: 2.498 -4.644 6.024  0.232
H: -1.364 2.867 -4.312  0.227

***

Record 2
The following is a quantum chemistry calculation of C48H55BiBrClN9O8S2 as an isolated structure, from OMol25.

Calculated values
- E_LUMO: 0.0712 Ha
- Frontier orbital gap: 7.0 eV
- Energy relative to the best compared isomer or geometry (same formula, charge and spin): 0.00 kJ/mol
- Charge: -1

Each line ends with the Löwdin charge.
Geometry (Å):
Bi: -0.810 -0.103 1.764  1.553
Br: -1.930 2.338 2.036  -0.024
Cl: 1.875 5.689 -3.744  0.655
S: 3.390 2.893 1.011  0.550
S: 4.534 0.769 3.170  1.025
O: -0.140 -2.664 3.354  -0.096
O: 0.689 1.430 -0.636  -0.152
O: 2.878 3.359 -0.262  -0.329
O: -0.842 -1.509 -3.902  -0.019
O: 1.058 -4.241 -3.203  0.074
O: -2.515 -2.949 -0.879  0.029
O: 4.823 2.738 1.143  -0.368
O: 1.514 -2.366 1.100  -0.013
N: -0.688 -3.766 -1.869  0.207
N: -2.280 0.358 -2.505  -0.074
N: 2.129 -0.105 2.914  -0.027
N: -3.445 0.805 -1.963  0.125
N: -0.945 0.197 4.315  0.029
N: -2.049 0.100 -0.370  -0.074
N: -0.529 -2.528 0.165  0.126
N: 2.575 1.591 1.385  -0.162
N: 1.692 6.961 5.017  0.088
C: 1.889 2.989 -3.536  -0.078
C: -3.266 0.616 -0.681  -0.225
C: 0.866 3.917 -5.515  -0.111
C: -1.986 0.562 -3.914  -0.018
C: -4.937 -2.369 3.618  -0.090
C: -4.733 -2.347 2.248  -0.077
C: -2.849 -1.198 3.940  -0.214
C: 2.698 -2.600 -1.456  -0.163
C: -3.679 -0.727 -6.287  -0.048
C: 0.804 -2.758 0.170  -0.477
C: 1.167 5.403 3.238  -0.031
C: -2.922 -1.479 -5.187  -0.516
C: 0.941 1.517 -5.214  -0.240
C: 1.013 1.250 7.272  -0.044
C: 2.102 6.001 4.086  -0.337
C: 1.517 4.080 -4.302  -0.662
C: 0.776 1.856 4.552  -0.035
C: -0.832 -0.220 -5.975  -0.109
C: -2.669 -1.123 2.554  -0.315
C: 3.446 5.656 3.966  -0.047
C: 1.589 1.713 -3.998  -0.015
C: 0.043 0.582 6.489  -0.157
C: -0.861 -0.360 7.028  -0.001
C: 1.087 -5.726 0.232  -0.073
C: 2.949 0.781 2.404  -0.703
C: -2.532 -2.861 -5.730  -0.039
C: 2.249 -1.251 -1.996  -0.070
C: 1.541 -3.483 -0.964  -0.305
C: 0.644 -3.851 -2.123  -0.437
C: 1.699 2.494 5.330  -0.045
C: -3.605 -1.728 1.723  -0.125
C: 3.998 -0.497 4.213  -0.425
C: -0.051 0.857 5.110  -0.205
C: -3.867 -1.696 -4.000  -0.037
C: -1.299 -3.052 -0.817  -0.539
C: 3.848 4.715 3.028  -0.066
C: -3.993 -1.804 4.460  -0.044
C: 2.725 -0.830 3.911  -0.271
C: -1.803 -0.928 6.232  0.002
C: -1.829 -0.616 4.847  -0.234
C: 0.647 0.127 -5.727  -0.120
C: 2.912 4.122 2.198  -0.287
C: 2.121 -4.796 -0.392  -0.166
C: 1.569 4.472 2.302  -0.072
C: 1.833 2.179 6.699  -0.070
C: -1.645 -0.691 -4.746  -0.420
C: 0.589 2.636 -5.964  -0.049
C: -1.461 -0.051 -1.542  -0.151
H: -4.618 -1.246 -6.492  0.087
H: -0.509 -2.265 -4.402  0.092
H: -5.823 -2.833 4.035  0.096
H: -4.344 -0.767 -3.685  0.072
H: -4.660 -2.387 -4.297  0.089
H: 0.318 -6.018 -0.485  0.075
H: 0.668 2.108 3.506  0.052
H: -1.156 1.264 -3.967  0.127
H: -0.465 -0.407 -1.717  0.112
H: 1.740 -0.661 -1.230  0.061
H: -0.800 -0.612 8.081  0.116
H: 0.092 2.509 -6.920  0.112
H: -5.446 -2.815 1.579  0.102
H: -2.860 1.057 -4.330  0.129
H: -3.117 -0.681 -7.221  0.080
H: -3.999 0.879 0.061  0.104
H: 0.591 4.784 -6.100  0.099
H: -0.819 -3.029 2.772  0.023
H: 0.594 -5.251 1.083  0.076
H: 0.789 2.371 -0.828  0.030
H: 2.146 -1.593 4.414  0.101
H: 1.081 -0.599 -5.040  0.102
H: -4.167 -1.828 5.527  0.095
H: 3.234 -3.161 -2.224  0.119
H: 3.368 -2.451 -0.608  0.121
H: 1.173 0.000 -6.678  0.121
H: 2.584 2.686 7.293  0.101
H: -1.322 -4.037 -2.606  0.145
H: 2.301 7.055 5.815  0.079
H: 0.836 3.996 1.661  0.091
H: 4.887 4.431 2.933  0.109
H: -2.150 -3.509 -4.940  0.079
H: 2.339 3.246 4.888  0.090
H: 0.726 6.882 5.294  0.082
H: 1.349 1.338 0.090  -0.031
H: 1.859 0.864 -3.382  0.089
H: -2.499 -1.646 6.637  0.100
H: -1.342 0.639 -6.422  0.117
H: -3.932 0.291 -5.989  0.083
H: -3.442 -1.760 0.655  0.054
H: -3.420 -3.349 -6.136  0.089
H: -0.862 -1.010 -6.728  0.107
H: 1.087 1.010 8.326  0.106
H: 4.640 -0.924 4.964  0.048
H: 2.858 -4.505 0.358  0.121
H: 0.609 -2.544 2.732  -0.013
H: 1.565 -6.637 0.595  0.072
H: 0.118 5.657 3.327  0.114
H: 4.178 6.121 4.616  0.106
H: 2.413 3.128 -2.597  0.089
H: 3.107 -0.662 -2.324  0.085
H: -1.792 -2.819 -6.531  0.081
H: -3.354 -2.122 -3.139  0.072
H: 1.574 -1.368 -2.846  0.056
H: 2.647 -5.301 -1.205  0.121

***

Record 3
The following is a quantum chemistry calculation of a 2-piece molecular cluster, C5H7NO overall, from OMol25.

Calculated values
- Structure (SMILES): [H]/N=C\CC#C.C=O
- E_LUMO: 0.0334 Ha
- Frontier orbital gap: 10.6 eV
- Energy relative to the best compared isomer or geometry (same formula, charge and spin): 320.42 kJ/mol

Each line ends with the natural charge from an NBO analysis.
Geometry (Å):
O: 2.828 0.031 1.684  -0.558
N: 0.343 -0.752 0.006  -0.619
C: -2.598 -0.149 -1.908  -0.224
C: -1.023 1.308 -0.327  -0.562
C: 2.502 -1.108 1.446  0.301
C: -1.912 0.545 -1.202  -0.022
C: 0.104 0.467 0.245  0.156
H: -0.345 -1.137 -0.649  0.353
H: 1.810 -1.673 2.098  0.113
H: 2.900 -1.671 0.582  0.115
H: -1.589 1.749 0.504  0.255
H: 0.781 0.987 0.931  0.195
H: -0.581 2.152 -0.872  0.257
H: -3.220 -0.749 -2.536  0.242

***

Record 4
The following is a quantum chemistry calculation of C41H35BBrClN2O6Ti as an isolated structure, from OMol25.

Calculated values
- E_LUMO (spin up / spin down): 0.1483 / 0.1482 Ha
- Frontier orbital gap (spin up / spin down): 3.3 / 5.9 eV
- Energy relative to the best compared isomer or geometry (same formula, charge and spin): 263.03 kJ/mol
- Multiplicity: 3
- Charge: -2
- Expectation value of S²: 2.023

Each line ends with the Mulliken spin population.
Geometry (Å):
Br: 4.379 0.901 -2.038  0.001
Ti: 0.199 0.296 -0.144  1.026
Cl: 1.054 1.774 8.166  0.021
O: 1.122 -0.777 -1.774  0.008
O: 0.902 1.641 1.389  0.074
O: -2.951 -0.974 -0.771  0.039
O: -1.371 -2.614 -0.596  -0.034
O: 2.120 -0.885 0.164  0.037
O: -0.179 -0.222 1.802  0.026
N: -1.263 1.877 -0.634  -0.063
N: 2.210 2.408 -1.230  0.025
C: 1.468 2.380 5.524  -0.111
C: 0.891 1.484 6.439  0.308
C: -2.071 2.398 1.609  -0.017
C: 0.190 0.353 5.985  -0.104
C: -3.541 -2.184 -0.938  0.005
C: -1.736 2.796 0.310  0.003
C: -4.246 -4.826 -1.205  0.000
C: 1.604 3.376 -0.544  0.001
C: -3.101 2.394 -2.193  0.002
C: 0.061 0.124 4.638  0.198
C: 4.224 2.918 -0.044  -0.008
C: -5.206 -3.828 -1.313  0.000
C: 2.560 -3.286 -2.446  -0.002
C: 2.702 -2.322 -3.596  0.000
C: 2.702 -5.570 -1.641  0.000
C: -1.642 1.238 -4.238  0.009
C: 2.849 -4.629 -2.652  0.001
C: 3.558 3.895 0.684  0.002
C: -1.812 1.898 -1.894  0.039
C: -1.098 1.328 -2.970  0.016
C: 1.509 -3.410 1.237  0.004
C: 2.981 -7.028 -1.902  0.000
C: 2.146 -2.865 -1.176  0.002
C: 2.266 -5.135 -0.401  0.000
C: -2.524 4.677 2.268  0.004
C: -2.578 -3.184 -0.830  -0.017
C: 3.488 2.224 -0.983  0.010
C: -2.239 5.087 0.972  -0.004
C: 2.222 4.150 0.431  0.010
C: 1.339 2.157 4.176  0.202
C: -2.435 3.323 2.573  0.005
C: -4.863 -2.478 -1.179  0.000
C: 1.810 -1.424 -0.921  -0.020
C: -2.904 -4.515 -0.960  0.000
C: 1.413 5.120 1.241  -0.009
C: 1.991 -3.794 -0.139  -0.005
C: -1.848 4.166 0.012  0.005
C: 0.624 1.021 3.676  -0.055
C: -2.916 1.728 -4.513  -0.002
C: 0.466 0.811 2.289  0.248
C: -3.630 2.306 -3.470  0.003
B: -1.558 -1.189 -0.555  -0.028
H: -2.303 6.138 0.709  -0.001
H: 4.080 4.446 1.458  0.000
H: 0.553 3.507 -0.764  -0.017
H: 1.758 -1.820 -3.797  0.000
H: 3.037 -2.848 -4.492  0.000
H: -2.810 5.397 3.026  0.000
H: 1.788 2.837 3.464  0.083
H: 5.268 2.694 0.119  0.001
H: -6.237 -4.098 -1.504  0.000
H: 3.961 -7.167 -2.363  0.000
H: -2.648 2.978 3.579  0.003
H: -5.599 -1.689 -1.263  0.000
H: -0.477 -0.744 4.279  0.059
H: 0.625 -2.775 1.193  0.010
H: -1.607 4.500 -0.991  0.000
H: 0.748 4.563 1.907  0.007
H: 0.775 5.737 0.607  0.001
H: 2.013 3.243 5.889  -0.001
H: 2.053 5.769 1.840  -0.003
H: 3.424 -1.537 -3.364  0.000
H: 2.237 -7.454 -2.580  0.000
H: -4.632 2.685 -3.648  0.000
H: -0.245 -0.332 6.703  0.002
H: -3.700 2.818 -1.398  0.000
H: 2.130 -5.859 0.397  0.000
H: 2.266 -2.839 1.773  0.000
H: -3.339 1.657 -5.507  0.000
H: -2.030 1.344 1.849  0.019
H: 2.957 -7.603 -0.976  0.000
H: 1.268 -4.309 1.808  0.001
H: -2.144 -5.282 -0.875  0.000
H: 3.181 -4.951 -3.635  0.000
H: -0.093 0.961 -2.799  -0.019
H: -1.055 0.783 -5.028  0.000
H: -4.540 -5.863 -1.313  0.000